1.
Entry from OMol25: the ion C4H9N2O2 with charge +1 in a non-equilibrium geometry (ωB97M-V with the def2-TZVPD basis set).

Geometry as XYZ:
```
17
Properties=species:S:1:pos:R:3:forces:R:3
C -1.595004 0.579344 0.050354 0.33 -1.59 0.28
C -0.239605 1.208443 0.386094 -1.50 1.23 0.06
C -1.765754 -0.839646 0.264178 1.12 1.02 -0.02
C 1.667979 0.174003 -0.630534 -1.23 1.11 2.32
N -2.899798 -1.383529 -0.131352 -0.91 -0.24 -0.24
N 2.991959 -0.274627 -0.102511 -0.44 -0.24 -0.05
O -2.523275 1.269222 -0.346661 -0.12 0.58 -0.25
O 0.832942 0.310575 0.473836 2.56 -1.25 -1.65
H -0.046757 2.011315 -0.333029 0.03 -0.10 0.04
H -0.344364 1.659097 1.382168 0.21 -0.06 -0.20
H -0.991821 -1.453317 0.699367 -0.07 -0.09 -0.02
H 1.750526 1.055276 -1.261015 -0.11 -0.19 -0.35
H -3.115131 -2.361141 -0.023915 0.02 0.17 0.00
H -3.583988 -0.751673 -0.536873 0.02 -0.21 0.10
H 3.574261 0.486064 0.282741 -0.20 -0.13 -0.14
H 3.512674 -0.766570 -0.836479 0.03 0.04 0.20
H 2.775159 -0.922831 0.663628 0.26 -0.05 -0.06
```
Forces are in eV/Å.

Output
frontier orbital gap (alpha / beta) = 5.067 / 8.869 eV
ΔE to the lowest compared entry with this formula, charge and spin = 90.0 kcal/mol
charge = +1
total energy = -11359.064 eV
LUMO energy (alpha / beta) = -5.299 / -3.840 eV

=====

2.
Entry from OMol25: the ion C4H9N2O2 with charge +1 in a non-equilibrium geometry (ωB97M-V with the def2-TZVPD basis set).

Geometry as XYZ:
```
17
Properties=species:S:1:pos:R:3:forces:R:3
C -0.872284 0.270823 0.549486 2.12 -1.39 -0.61
C 1.032041 1.067307 -0.890533 0.47 -0.08 -0.18
C 0.540765 -0.188164 -0.167118 -0.39 0.94 1.16
C 0.505036 -1.348867 -1.016340 -0.65 -0.40 0.83
N -0.927524 0.443152 1.783703 -1.24 0.43 0.99
N -1.871226 0.541708 -0.293004 -0.92 0.39 -0.63
O 0.180943 0.307030 2.576614 0.56 -0.32 -0.28
O 0.490546 -2.565246 -0.617272 0.10 0.47 -0.51
H 0.912766 1.944499 -0.259313 -0.06 -0.06 0.03
H 2.089790 0.968661 -1.123669 0.07 0.07 -0.08
H 0.487916 1.229702 -1.816812 -0.09 0.06 -0.07
H 1.131506 -0.387024 0.743353 0.02 -0.16 -0.23
H -0.150364 0.346650 3.490810 -0.04 0.06 -0.49
H 0.450733 -1.244917 -2.096986 0.07 -0.19 -0.09
H -2.645631 1.098452 0.030611 -0.03 -0.07 0.02
H -1.893019 0.217218 -1.242155 0.03 0.02 0.10
H 0.538004 -2.700982 0.348623 -0.01 0.23 0.06
```
Forces are in eV/Å.

Output
frontier orbital gap = 6.845 eV
ΔE to the lowest compared entry with this formula, charge and spin = 88.0 kcal/mol
charge = +1
total energy = -11359.153 eV
LUMO energy = -6.086 eV

=====

3.
Entry from OMol25: a structure of composition C4H9N2O2PTm in a non-equilibrium geometry (ωB97M-V with the def2-TZVPD basis set).

Geometry as XYZ:
```
19
Properties=species:S:1:pos:R:3:forces:R:3
N 1.897551 1.396030 0.474725 -0.71 0.50 -0.77
P 1.819605 -0.122492 -0.010629 -0.15 0.23 0.66
O 2.528317 -1.035993 1.013182 0.18 -0.82 -0.47
C 0.039094 -0.798396 -0.044129 -1.87 -0.71 0.34
C -0.944549 -0.207310 -1.197740 1.84 0.64 0.86
C -1.500333 0.956580 -0.410568 0.31 0.23 -0.16
C -1.608007 0.467907 1.013151 -0.21 0.10 0.13
O -2.294501 0.849835 1.871924 -0.39 0.16 0.53
N -0.651784 -0.666730 1.201628 -0.06 0.61 -1.09
H 2.267850 2.090669 -0.173376 0.35 0.18 0.18
H 1.119678 1.769879 1.015716 0.16 0.19 0.41
H 3.400896 -1.413253 0.795043 0.34 -0.06 0.53
H 0.067717 -1.884002 -0.269676 0.48 1.30 4.80
H -1.677416 -0.951539 -1.540371 -0.49 0.17 0.10
H -0.309238 0.186618 -1.990203 -0.24 0.04 -0.85
H -0.695042 1.688491 -0.393384 -0.05 0.47 -0.12
H -2.366083 1.457139 -0.817732 -0.43 -0.08 0.08
H -1.270683 -1.467218 1.324314 0.39 -0.35 0.98
Tm 0.176927 -2.316215 -1.861875 0.55 -2.78 -6.14
```
Forces are in eV/Å.

Output
frontier orbital gap (alpha / beta) = 7.641 / 5.367 eV
2S+1 = 3
charge = +3
total energy = -50151.154 eV
LUMO energy (alpha / beta) = -13.701 / -15.913 eV

=====

Number 1 is which compound? C4H9N2O2